The following is a DFT calculation (ωB97M-V with the def2-TZVPD basis set) of a structure of composition C27H31Cl2KN5S5.

Geometry as XYZ:
```
71
Properties=species:S:1:pos:R:3:mulliken_charge:R:1
H -0.11765 5.38355 -1.46429 0.3450
H 4.30070 -0.29196 -3.85706 0.3870
H 0.56701 -1.66391 -2.68884 0.4132
N 1.66251 1.26651 1.58564 1.0506
H 5.77596 -1.88107 2.54838 0.2559
H -3.84730 2.98055 -3.03034 0.4368
H -3.52969 4.89613 0.69694 0.6483
C -2.40977 -1.19244 2.91810 -0.8994
N -2.03703 1.26844 -2.72776 -0.6518
H -0.10291 -4.96584 1.15001 0.4482
H -1.76171 -3.66940 2.41189 0.3746
H -3.26771 2.43139 1.20793 0.1857
H -1.46462 3.96517 2.37466 0.6467
C 0.79437 2.26436 1.92814 -1.9545
H 5.95332 -1.79959 4.31798 0.3344
S -0.45157 -3.17375 -0.42345 0.1472
H -2.75497 -1.64586 3.85154 0.5165
H -2.05971 0.76918 -5.05542 0.4123
C -0.99752 -0.78295 -6.08314 -0.5414
H -2.42726 -0.11070 3.07275 0.3266
C -2.22898 -3.47794 -0.56346 -0.9885
N -0.37903 2.22283 -0.24595 1.6252
C -0.08644 -1.83162 -6.00008 -0.5644
S 4.58120 -0.04709 3.59682 -0.0813
C -3.37919 -1.56502 1.79578 -1.0900
C -2.38989 2.05009 -1.71633 -0.5562
C -3.35816 3.09364 -2.06908 -0.5098
H -0.25801 -3.83946 3.28523 0.5170
C 3.24179 -0.08352 2.43621 0.2529
C 5.25301 -1.70689 3.48676 -0.8074
C -1.31099 3.62623 1.35221 -0.7910
H 4.46611 -2.45296 3.57991 0.2328
Cl 3.49876 -2.13842 -2.64902 -0.1516
N 2.59346 1.07131 2.50940 -1.2878
H -2.40155 -4.22189 -1.34393 0.5817
N -1.08913 0.36543 -2.53809 0.8186
C -0.00028 -3.87776 1.17669 -0.7451
H 2.50142 -0.36767 -3.81280 -0.0171
S 2.88886 -1.46017 1.52091 -0.5030
H -4.18583 4.99004 -1.69861 0.3278
C 0.46412 -2.12708 -4.75844 -0.8878
C -1.81629 2.14912 -0.42712 0.5426
H -4.06908 -2.51108 -1.08377 0.5319
K 0.72849 -0.17745 -0.37668 0.2487
C 3.42309 -0.47798 -3.25027 -0.0553
S -2.91448 -0.82464 0.20921 0.4415
H -3.43622 -2.64859 1.69239 0.3944
H 0.18448 -2.40277 -6.87927 0.3709
H -1.29705 5.78998 0.65840 0.6330
C -2.51262 2.97931 0.63496 -0.5603
C -0.20464 2.66906 1.11861 0.9039
H 0.90768 2.70183 2.91909 0.3034
C -0.80275 -0.32814 -3.70183 -0.1707
S -0.66020 -1.55743 2.64378 0.1281
C 0.07927 3.33684 -1.07122 -0.7732
H -2.65535 -1.80886 -1.86335 0.0382
H -4.37943 -1.23690 2.09005 0.5265
Cl 3.41389 0.68590 -1.91787 -0.0791
C -3.53262 4.20278 -1.33799 -1.0685
H -1.43928 -0.53025 -7.04158 0.3488
C -1.40082 4.77567 0.26953 0.0360
H -2.58209 -3.92072 0.36842 0.4380
C -3.02593 -2.22640 -0.92350 -0.8122
C -0.42534 4.54704 -0.84851 -1.2574
C -1.35491 -0.04417 -4.97054 -0.5415
C -2.89730 4.32255 0.01230 0.0665
H 0.79309 3.09606 -1.85028 0.4513
C 0.11588 -1.39323 -3.63644 0.0028
C -0.71676 -3.35552 2.42005 -0.9143
H 1.06603 -3.65472 1.25307 0.1795
H 1.17509 -2.93877 -4.65058 0.3898
```

Properties
charge: -1
energy above the lowest of the compared OMol25 structures with the same formula, charge and spin: 42.02 kcal per mole
LUMO level (alpha / beta): 2.0582 / 2.0651 eV
gap between HOMO and LUMO (alpha / beta): 5.68 / 5.15 eV

The following is a DFT calculation (ωB97M-V with the def2-TZVPD basis set) of a structure of composition C27H31CoN10OSb.

Geometry as XYZ:
```
71
Properties=species:S:1:pos:R:3:mulliken_charge:R:1
N -0.54746 -4.00827 1.51756 -1.0070
H 4.45671 -0.54447 -0.32031 0.4218
H -0.75001 -2.83169 4.78401 0.7523
Sb 2.08370 -0.00302 0.79364 0.4577
C -3.31899 -4.87254 6.81106 -0.6470
C -0.92652 -2.04729 7.31545 0.2517
C -1.55681 1.87543 2.92818 0.0673
C -0.28053 -2.87719 0.93337 -0.8461
H -2.98409 -5.11235 2.81994 0.4454
H -4.62720 1.29230 -3.35552 0.3457
H -2.52374 -1.91279 2.96297 0.5712
H 1.98179 -1.14092 3.23070 0.2971
C 2.91262 1.79773 1.54493 -1.2611
C 1.02937 2.09991 7.67350 -0.8736
H 1.92757 4.03943 7.74186 0.4306
C 1.16936 3.42095 7.28162 -0.6743
N 0.10862 -0.66984 8.58644 -0.3909
H 2.41795 -2.37998 2.03470 0.3993
C -0.16666 -0.07626 7.48064 0.3082
C -0.37733 2.87943 1.48267 -0.7387
H -4.03003 -5.45286 7.38255 0.4276
H 2.39363 2.09337 2.45528 0.3718
H 0.44790 -2.78957 0.14364 0.6394
H -1.32113 -5.56144 3.17688 0.3188
H -1.59139 1.24829 5.71725 0.5950
N -0.38716 -1.95869 8.47760 -0.4607
N -2.80531 0.34974 -2.90464 0.0995
N -1.50719 -3.69301 2.40985 0.7639
C -2.55591 -3.89993 7.44001 -0.8989
N -0.53518 3.75220 2.43724 -0.8826
C -2.05284 -4.75933 3.26226 -0.8243
H 2.82691 2.59263 0.80647 0.3925
N -1.02318 -1.83011 1.40897 0.1336
C -0.69375 0.25899 -2.34736 -0.6558
H 0.17033 3.09356 0.57974 0.5663
C 3.45016 -0.52950 -0.73385 -1.2376
H 1.66578 1.67344 8.43722 0.5400
C -4.04380 0.43498 -3.68123 -0.7908
H -2.14490 1.16371 3.48155 0.5482
H -2.66307 -3.70460 8.49836 0.5272
C 0.34330 3.96029 6.30069 -0.8057
C -0.79210 1.85905 6.11950 0.0971
H -3.57794 0.20811 -0.92810 0.4670
C 0.04598 1.31205 7.08106 0.1457
H 3.21094 -1.51437 -1.13007 0.4040
C -1.49461 -3.39750 5.33158 -0.1026
C -1.66141 -3.14727 6.69143 0.2105
H -1.33889 0.44598 -4.46664 0.4347
H -1.42906 4.79085 4.50401 0.3988
H 0.46419 4.99394 6.00075 0.4390
C -3.18757 -5.09031 5.44939 -0.9434
H -4.62104 -0.47846 -3.56275 0.3408
N -1.44925 0.18161 -1.19251 0.0125
H 3.40356 0.20223 -1.53793 0.3898
H 3.96560 1.63805 1.77048 0.4585
H 0.38199 0.23259 -2.32993 0.3639
C 2.58941 -1.35286 2.35171 -1.2183
N -1.28867 3.10436 3.34625 0.9144
C -1.56463 3.72363 4.65505 -1.3163
N -0.99203 1.68317 1.73706 -0.0310
C -0.64334 3.17788 5.71703 0.9372
H -3.78545 0.55925 -4.72805 0.2894
C -1.52991 0.36420 -3.41117 -0.3380
H -3.79645 -5.84493 4.96584 0.4364
Co -0.61987 0.02248 0.61554 0.4230
H -2.61081 3.53591 4.89463 0.3533
C -2.71792 0.23957 -1.57665 -0.3229
C -2.25854 -4.36817 4.70448 0.7689
H 3.63988 -1.23409 2.61178 0.4789
C -1.79131 -2.39806 2.33981 -0.0104
O -0.81789 -0.88996 6.60678 -0.1578
```

Properties
charge: +2
LUMO level (alpha / beta): -4.6467 / -6.0080 eV
multiplicity: 4
gap between HOMO and LUMO (alpha / beta): 8.55 / 7.19 eV

The following is a DFT calculation (ωB97M-V with the def2-TZVPD basis set) of a cluster of 2 separate species, C27H31F6 in total.

Geometry as XYZ:
```
64
Properties=species:S:1:pos:R:3:mulliken_charge:R:1
C 3.05162 3.05679 -0.93677 -0.3132
H 3.09232 3.63664 -0.03535 0.3930
H -2.93202 -2.41310 0.66913 -0.3682
H 2.28561 -0.03108 -2.10241 0.3973
C 3.96879 2.66897 3.39245 -1.0982
H -0.11165 -2.13248 1.48784 0.2739
H -5.26745 -4.17585 -0.22531 0.3826
F 5.43391 1.80910 5.94451 -0.2200
H -0.84243 -2.03015 -2.16332 0.4400
C 2.52424 1.01946 -2.10492 -0.5929
C 4.10502 1.95135 5.78576 0.9181
C -0.57446 -1.25678 1.07632 -1.5200
C 3.74786 2.42536 2.06086 -0.3404
C -5.28678 -0.68013 -0.32536 -1.0261
C 3.76699 1.67952 4.33431 0.3194
C 3.07246 0.18066 2.60724 -0.7122
C 3.34736 0.42731 3.92732 -0.9257
H -0.60058 -4.44936 -1.41733 0.4326
H 4.06663 3.16362 1.35124 0.4540
H 3.30353 4.77440 -2.17883 0.4901
H -3.45407 -0.70085 0.84022 0.2861
H -4.73285 -2.17718 -1.80830 0.3135
H -3.99309 0.88182 0.44227 0.4997
C 2.81398 3.05824 -3.31784 0.3361
F 2.44889 5.09407 -4.39484 -0.2404
C 2.88078 0.87282 0.28984 -0.1941
H 2.73715 -0.79884 2.30933 0.4318
H -3.05393 -0.99036 -1.78086 0.1311
H -5.75524 0.00121 -1.04814 0.3714
C -5.32234 -2.11152 -0.88757 -0.5390
H -0.80019 -3.95850 0.24178 0.3167
C -0.85630 -1.17518 -0.21448 1.4877
H -1.36882 0.89816 -0.07076 0.4042
F 4.06514 3.79289 -5.13576 -0.2208
H -6.34885 -2.33023 -1.22106 0.3630
H -3.17137 -4.05396 1.13135 0.4342
C 3.08369 3.72087 -2.13661 -1.0831
F 3.44463 1.07246 6.56080 -0.2434
H 4.31258 3.63266 3.72758 0.4707
C -2.61054 -3.80766 -0.93145 -0.5008
C -4.88174 -3.20192 0.10567 -1.0921
H 2.26269 1.22662 -4.21929 0.4844
F 1.95663 3.23347 -5.47481 -0.2414
C 2.82017 3.82143 -4.62732 0.8877
H -5.93390 -0.64080 0.56128 0.3927
H -5.37991 -3.01373 1.06644 0.3892
C -3.89842 -0.12837 0.02082 -0.6760
H 3.24974 -0.34231 4.67426 0.4784
C -0.51037 -2.30126 -1.15164 -0.8220
C 2.82927 1.66421 -0.88473 1.1324
H -0.80590 -0.45328 1.74887 0.3500
H 2.60068 -0.15528 0.13798 0.2932
H -3.26310 0.73372 -1.84833 0.4862
F 3.73906 3.20963 6.09071 -0.2388
C 2.51164 1.70977 -3.28921 -0.9658
C -1.46890 0.07689 -0.79022 -1.3858
C -3.36755 -3.34681 0.31362 0.1506
C -1.08198 -3.68990 -0.78493 -1.0221
H -2.90651 -4.84294 -1.15019 0.4554
C 3.23166 1.18598 1.62690 1.1052
H -2.93467 -3.23866 -1.80960 0.2095
H -0.87719 0.38838 -1.66158 0.2833
H 0.58512 -2.35964 -1.21638 0.3748
C -2.94679 -0.08039 -1.18122 -0.2376
```

Properties
charge: +1
LUMO level: -6.4330 eV
gap between HOMO and LUMO: 5.16 eV

Which of these has the lowest charge? C27H31Cl2KN5S5

Number 1 is which compound? C27H31Cl2KN5S5